Entry from the OMol25 dataset: 2 unconnected molecules or ions with the total composition C4H7O4P in a non-equilibrium geometry (the ωB97M-V functional and the def2-TZVPD basis).

Structure (XYZ):
```
16
Properties=species:S:1:pos:R:3:forces:R:3:mulliken_charge:R:1
C 0.5091 -1.9216 0.1068 -0.9 -3.3 -0.1 -0.460
C 0.6146 -0.5158 -0.1081 -2.0 2.5 2.7 0.288
C -1.9643 1.1254 -0.5389 -0.7 -0.6 0.5 -0.504
C -1.3782 0.6531 0.7426 2.1 -2.0 -0.6 -0.900
O 2.4771 0.8232 -1.4091 0.1 -0.7 0.3 -0.822
O 2.2201 1.4598 1.0375 -0.8 1.0 0.7 -0.821
O 3.1001 -0.7764 0.5919 0.9 -1.9 -0.3 -0.789
O 0.1678 -1.2534 -1.1037 -0.2 0.2 -2.8 -0.379
P 2.3001 0.3515 0.0355 0.2 2.1 -0.9 0.726
H 1.4292 -2.4835 -0.0337 0.1 0.0 0.5 0.254
H -0.3721 -2.5483 0.3769 0.6 0.9 0.8 0.216
H -1.1828 1.6203 -1.1125 -0.2 0.2 -0.2 0.208
H -2.7717 1.8734 -0.1934 0.4 -1.0 -1.5 0.270
H -2.2830 0.1577 -1.1047 -0.1 2.0 0.6 0.105
H -2.0724 0.1289 1.3885 -0.2 -0.6 0.1 0.295
H -0.7937 1.3056 1.3242 0.7 1.1 0.4 0.312
```
Positions in Å, forces in eV/Å.

Output
charge: -2
E: -798.8046 a.u.